Entry 1:
{
  "formula": "C16H20F12NNaO11",
  "method": "ωB97M-V/def2-TZVPD",
  "species": ["Na", "N", "O", "O", "O", "C", "C", "O", "C", "O", "C", "F", "F", "F", "H", "H", "H", "H", "H", "C", "C", "O", "C", "O", "C", "F", "F", "F", "H", "H", "H", "H", "H", "C", "C", "O", "C", "O", "C", "F", "F", "F", "H", "H", "H", "H", "H", "C", "C", "O", "C", "O", "C", "F", "F", "F", "H", "H", "H", "H", "H"],
  "coordinates": [[-2.5424, -22.5456, 11.4016], [-6.1980, -23.4229, 10.2881], [-7.3998, -23.3096, 10.0436], [-5.8313, -23.5950, 11.4450], [-5.3413, -23.3171, 9.4106], [0.4039, -26.5415, 15.1021], [0.3085, -25.6686, 16.3431], [1.2070, -24.5582, 16.2528], [0.9683, -23.5695, 15.3787], [-0.0582, -23.5270, 14.6594], [2.0912, -22.4937, 15.2318], [1.6979, -21.3143, 15.7341], [3.2751, -22.9111, 15.7214], [2.2002, -22.2196, 13.8872], [1.4484, -26.5324, 14.7906], [-0.2799, -26.2041, 14.3232], [0.1665, -27.5862, 15.3028], [0.6182, -26.1843, 17.2520], [-0.7492, -25.4565, 16.4993], [0.2135, -22.9264, 5.7208], [-0.6247, -22.1835, 6.7950], [0.1187, -21.0715, 7.4195], [0.6527, -21.0614, 8.6315], [0.6697, -22.0383, 9.3540], [1.2853, -19.7076, 8.9897], [2.5714, -19.9154, 9.3755], [1.3057, -18.8668, 7.9745], [0.5776, -19.2750, 10.1284], [0.4897, -22.3298, 4.8513], [-0.3438, -23.8396, 5.5125], [1.1955, -23.2046, 6.1033], [-1.1463, -22.8482, 7.4836], [-1.4930, -21.7416, 6.3062], [-7.4809, -17.0685, 9.9156], [-6.4553, -18.0269, 10.5334], [-5.7718, -17.2490, 11.5453], [-4.4969, -17.5524, 12.1050], [-3.8880, -18.5691, 11.9017], [-3.9309, -16.4308, 13.0119], [-3.8411, -17.0368, 14.2013], [-2.7380, -16.0308, 12.6214], [-4.7263, -15.3939, 13.1787], [-7.1028, -16.4196, 9.1256], [-8.0327, -16.4024, 10.5789], [-8.2721, -17.6131, 9.4003], [-5.8722, -18.5248, 9.7586], [-6.9444, -18.8611, 11.0364], [-6.0994, -29.5216, 11.3978], [-5.0815, -28.3032, 11.2688], [-3.8826, -28.7836, 10.7266], [-2.8288, -27.9435, 10.5773], [-2.7687, -26.7390, 10.9496], [-1.7447, -28.6343, 9.8262], [-1.0827, -27.7698, 8.9706], [-0.7726, -29.0715, 10.6571], [-2.1686, -29.7110, 9.0959], [-5.9030, -30.3383, 12.0924], [-6.1978, -29.9932, 10.4200], [-7.0519, -29.0216, 11.5732], [-4.9122, -27.9213, 12.2756], [-5.6397, -27.5738, 10.6818]],
  "energy_ha": -2864.6326,
  "orbital_gap_ev": 6.32,
  "largest_force_ev_per_a": 5.2,
  "relative_energy_kj_mol": 422.8
}


Entry 2:
{
  "formula": "C16H20F12O8",
  "method": "ωB97M-V/def2-TZVPD",
  "species": ["C", "C", "O", "C", "O", "C", "F", "F", "F", "H", "H", "H", "H", "H", "C", "C", "O", "C", "O", "C", "F", "F", "F", "H", "H", "H", "H", "H", "C", "C", "O", "C", "O", "C", "F", "F", "F", "H", "H", "H", "H", "H", "C", "C", "O", "C", "O", "C", "F", "F", "F", "H", "H", "H", "H", "H"],
  "coordinates": [[3.0778, -3.7829, 1.6118], [4.1645, -2.8591, 1.1233], [3.7164, -2.1840, -0.0517], [4.5912, -1.4613, -0.7188], [5.7236, -1.2859, -0.3810], [3.9647, -0.8029, -1.9724], [4.9140, -0.6118, -2.8882], [3.0163, -1.5500, -2.5330], [3.4483, 0.3716, -1.5960], [2.8079, -4.5460, 0.8779], [2.1639, -3.2247, 1.8161], [3.4183, -4.3177, 2.4967], [5.0842, -3.3883, 0.8701], [4.3939, -2.1517, 1.9224], [-2.3794, -0.5914, -6.7258], [-2.8158, -1.9000, -6.1445], [-3.8969, -1.6624, -5.2217], [-3.6903, -1.9286, -3.9420], [-2.6895, -2.3558, -3.4630], [-4.9260, -1.6465, -3.0689], [-4.5252, -0.9390, -2.0029], [-5.8859, -0.9816, -3.6805], [-5.3803, -2.8110, -2.6074], [-3.2013, -0.1115, -7.2655], [-1.6061, -0.6888, -7.4940], [-1.9728, 0.1357, -6.0230], [-1.9926, -2.3609, -5.5946], [-3.2077, -2.5949, -6.8833], [-1.9078, 4.5586, 7.9906], [-0.4753, 4.6440, 7.5624], [-0.3685, 4.1729, 6.1858], [0.0072, 2.9261, 5.9688], [0.2419, 2.1001, 6.7993], [0.1069, 2.6327, 4.4639], [-0.7526, 3.3711, 3.7688], [1.3369, 2.9057, 4.0020], [-0.1185, 1.3503, 4.2271], [-2.3043, 3.5419, 7.9602], [-2.5479, 5.1931, 7.3825], [-1.9942, 4.8216, 9.0483], [0.2293, 4.1062, 8.1937], [-0.1094, 5.6614, 7.4426], [0.2000, -0.5613, -3.4843], [-0.0467, -1.2480, -2.1593], [0.5195, -0.5463, -1.0564], [-0.1265, 0.5543, -0.6933], [-1.1446, 0.9525, -1.1629], [0.5763, 1.2995, 0.4755], [-0.2848, 2.0916, 1.1046], [1.0437, 0.4069, 1.3560], [1.5560, 2.0634, -0.0168], [1.2523, -0.6183, -3.7519], [-0.0725, 0.4954, -3.5641], [-0.4217, -0.9927, -4.2723], [0.3977, -2.2374, -2.2479], [-1.1075, -1.4136, -1.9827]],
  "energy_ha": -2422.0535,
  "smiles": "CCOC(=O)C(F)(F)F.CCOC(=O)C(F)(F)F.CCOC(=O)C(F)(F)F.CCOC(=O)C(F)(F)F",
  "orbital_gap_ev": 11.69,
  "largest_force_ev_per_a": 1.4,
  "relative_energy_kj_mol": 39.8
}


Entry 3:
{
  "formula": "C16H20F12O8",
  "method": "ωB97M-V/def2-TZVPD",
  "species": ["C", "C", "O", "C", "O", "C", "F", "F", "F", "H", "H", "H", "H", "H", "C", "C", "O", "C", "O", "C", "F", "F", "F", "H", "H", "H", "H", "H", "C", "C", "O", "C", "O", "C", "F", "F", "F", "H", "H", "H", "H", "H", "C", "C", "O", "C", "O", "C", "F", "F", "F", "H", "H", "H", "H", "H"],
  "coordinates": [[1.4509, -4.1835, 0.1588], [2.8756, -3.8124, -0.2385], [3.8109, -3.9192, 0.8493], [4.6677, -4.9291, 0.8655], [4.6574, -5.8374, 0.0991], [5.6288, -4.7428, 2.0534], [5.6435, -3.4759, 2.4881], [5.2718, -5.5351, 3.0675], [6.8834, -5.0542, 1.6965], [0.8649, -3.7245, -0.6434], [1.1630, -3.7159, 1.0956], [1.2453, -5.2477, 0.0843], [2.9456, -2.7692, -0.5360], [3.2281, -4.4057, -1.0816], [-5.5170, -2.1132, -3.8547], [-4.7607, -2.2670, -2.5584], [-4.9129, -1.0697, -1.7926], [-4.3733, -1.0334, -0.5846], [-3.5600, -1.8054, -0.1747], [-4.7634, 0.2276, 0.2126], [-3.7171, 1.0757, 0.1426], [-5.8477, 0.8641, -0.2865], [-5.0365, -0.1055, 1.4809], [-5.0764, -1.3825, -4.5288], [-6.5439, -1.7794, -3.6731], [-5.6922, -3.0617, -4.3624], [-3.7014, -2.4555, -2.7508], [-5.0951, -3.0994, -1.9357], [-0.0877, -0.7097, 0.4810], [0.3681, 0.4223, -0.4103], [1.7713, 0.2251, -0.5617], [2.5030, 1.1001, -1.2346], [2.1019, 2.1411, -1.6548], [3.9629, 0.6194, -1.4583], [3.9428, -0.7226, -1.3706], [4.4343, 0.9915, -2.6371], [4.7604, 1.1288, -0.5126], [-0.1314, -1.6550, -0.0651], [-1.1472, -0.5843, 0.7264], [0.5080, -0.8012, 1.3836], [0.1884, 1.3510, 0.1400], [-0.1133, 0.4560, -1.3884], [-0.2589, 4.2276, -0.1164], [-1.1846, 4.4267, 1.0673], [-0.3938, 4.9687, 2.1333], [-0.5959, 6.2286, 2.4688], [-1.4092, 6.9441, 1.9821], [0.4148, 6.7791, 3.4854], [1.1393, 7.7102, 2.8926], [-0.2386, 7.2963, 4.5231], [1.2273, 5.8377, 3.9648], [0.2220, 5.1236, -0.5083], [-0.6902, 3.7373, -0.9946], [0.5504, 3.5323, 0.1204], [-1.5820, 3.4853, 1.4411], [-2.0015, 5.0982, 0.8107]],
  "energy_ha": -2422.0403,
  "smiles": "CCOC(=O)C(F)(F)F.CCOC(=O)C(F)(F)F.CCOC(=O)C(F)(F)F.CCOC(=O)C(F)(F)F",
  "orbital_gap_ev": 11.52,
  "largest_force_ev_per_a": 1.5,
  "relative_energy_kj_mol": 74.6
}


Entry 4:
{
  "formula": "C16H20F8O8S",
  "method": "ωB97M-V/def2-TZVPD",
  "species": ["O", "S", "O", "O", "C", "C", "C", "O", "C", "C", "F", "F", "C", "F", "F", "C", "F", "F", "C", "F", "F", "C", "C", "C", "C", "O", "O", "H", "H", "H", "H", "H", "H", "H", "H", "H", "H", "H", "H", "H", "H", "O", "C", "C", "C", "C", "O", "H", "H", "H", "H", "H", "H"],
  "coordinates": [[4.6622, 0.4730, 3.0298], [5.4528, -0.4172, 2.0256], [6.9278, -0.5519, 2.5239], [4.7202, -1.9063, 1.5310], [3.5942, -1.5500, 0.6121], [3.4194, -2.5651, -0.6848], [2.7357, -4.0130, -0.3006], [1.6793, -3.8792, 0.7158], [0.3332, -4.1279, 0.1371], [-0.6783, -3.0535, 0.9226], [-1.9745, -3.6973, 1.2694], [0.0295, -2.7024, 2.2084], [-0.9419, -1.6975, 0.0194], [-2.0708, -2.0208, -0.9141], [0.2942, -1.3648, -0.7732], [-1.3397, -0.3666, 0.9342], [-0.1741, 0.1971, 1.6539], [-2.3696, -0.8082, 1.9472], [-1.9917, 0.8612, 0.0118], [-1.0906, 1.2334, -1.1153], [-2.2295, 2.0110, 0.9504], [4.0918, -0.1447, -0.1324], [3.1525, 1.1538, 0.1434], [2.7183, 1.8799, -1.4262], [4.0063, 1.8749, -2.5902], [2.6839, 0.8976, -2.6419], [5.4114, 0.2692, 0.4416], [2.6663, -1.4744, 1.3540], [4.4758, -2.7828, -1.1904], [2.7774, -2.0108, -1.5233], [3.5874, -4.6769, 0.1896], [2.3899, -4.5832, -1.2800], [-0.0708, -5.2231, 0.3568], [0.2975, -3.9619, -1.0291], [-3.0317, 0.5401, -0.4441], [4.3344, -0.5184, -1.2112], [2.0709, 0.8320, 0.5185], [3.6338, 2.0138, 0.7737], [1.9549, 2.8751, -1.4086], [3.6837, 2.3646, -3.6122], [4.9582, 1.2204, -2.4045], [-7.6293, 3.2615, -2.1915], [-6.9624, 3.1475, -1.1763], [-6.8335, 4.1828, -0.1004], [-5.6305, 3.6945, 0.6663], [-5.6880, 2.2040, 0.4560], [-6.2561, 2.0282, -0.8409], [-7.7383, 4.1746, 0.5138], [-6.6627, 5.1744, -0.5258], [-5.6381, 3.9810, 1.7213], [-4.7173, 4.0983, 0.2125], [-6.3303, 1.7052, 1.1893], [-4.6938, 1.7489, 0.4878]],
  "energy_ha": -2420.2220,
  "smiles": "O=S1(=O)O[C@H](CCOCC(F)(F)C(F)(F)C(F)(F)C(F)F)[C@@H](C[C@H]2CO2)O1.O=C1CCCO1",
  "orbital_gap_ev": 10.32,
  "largest_force_ev_per_a": 6.6,
  "relative_energy_kj_mol": 730.9
}


Entry 5:
{
  "formula": "C16H20HfN4O3",
  "method": "ωB97M-V/def2-TZVPD",
  "species": ["N", "C", "C", "H", "H", "H", "N", "C", "C", "H", "H", "H", "N", "C", "C", "H", "H", "H", "Hf", "C", "O", "C", "O", "C", "C", "C", "C", "C", "C", "H", "H", "H", "H", "H", "H", "C", "C", "N", "O", "H", "H", "H", "H", "H"],
  "coordinates": [[0.8236, -1.0439, -2.2707], [1.1509, -2.1396, -2.4938], [1.6554, -3.4596, -2.8259], [1.8750, -4.0647, -1.9312], [2.5771, -3.3847, -3.4241], [0.9289, -4.0305, -3.4149], [-0.5697, 1.9121, -1.3150], [-0.8462, 2.8250, -1.9703], [-1.1729, 3.9672, -2.7970], [-0.3638, 4.1563, -3.5219], [-1.3186, 4.8568, -2.1655], [-2.1020, 3.7869, -3.3548], [-1.6100, 1.9907, 2.3895], [-1.2137, 1.2230, 3.1926], [-1.0431, 0.5295, 4.4791], [-2.0079, 0.6576, 4.9763], [-0.2984, 1.0329, 5.1022], [-0.8285, -0.5456, 4.4654], [0.8859, 0.3098, -0.3434], [-3.3367, 1.0412, -0.0640], [-3.6167, 2.0952, -0.4526], [-2.2393, -0.5702, -2.0192], [-2.5754, -0.3884, -3.1033], [2.9781, 0.2406, -0.7866], [2.8357, -0.4752, 0.4225], [2.2407, 0.1314, 1.5365], [1.7572, 1.4353, 1.4612], [1.9482, 2.1771, 0.2907], [2.5737, 1.6016, -0.8345], [3.3274, -0.2574, -1.6871], [3.1775, -1.5057, 0.5007], [2.2137, -0.3639, 2.5039], [1.3352, 1.9125, 2.3446], [1.6239, 3.2110, 0.2754], [2.5912, 2.1562, -1.7696], [-1.0463, -3.3367, 0.7452], [-1.1553, -1.8705, 0.9465], [-2.3024, -1.3553, 1.3639], [-0.1917, -1.0490, 0.6799], [-1.8235, -3.8142, 1.3677], [-0.0528, -3.7041, 1.0461], [-1.2423, -3.5849, -0.3144], [-2.4397, -0.3348, 1.2949], [-3.1019, -1.9714, 1.4750]],
  "energy_ha": -1112.7964,
  "charge": 4,
  "orbital_gap_ev": 6.31,
  "largest_force_ev_per_a": 15.4,
  "relative_energy_kj_mol": 29.1
}